Below is a 10-piece molecular cluster, C29H64Cl2N8O11 overall, with properties calculated with ωB97M-V/def2-TZVPD.

* SMILES: O=C1OCCO1.CNC(C)=O.CNC(C)=O.CNC(C)=O.CNC(C)=O.CNC(C)=O.CNC(C)=O.CNC(C)=O.CNC(C)=O.ClCCCl
* energy above the lowest of the compared OMol25 structures with the same formula, charge and spin: 148.8 kJ/mol
* E_tot: -90597.7715 eV
* HOMO-LUMO gap: 9.22 eV

Geometry as XYZ:
```
114
C29H64Cl2N8O11 | OMol25 | ωB97M-V/def2-TZVPD
C -4.8706 6.5177 -6.3702
C -4.1307 6.9395 -7.6315
O -4.9871 7.8084 -8.3692
C -6.2277 7.7080 -7.8294
O -7.1966 8.0606 -8.4615
O -6.1643 6.9338 -6.7391
H -4.6009 7.0413 -5.4530
H -4.8467 5.4791 -6.0404
H -3.9925 5.9676 -8.1053
H -3.1823 7.4370 -7.4286
C 5.0864 -9.4775 -0.1113
C 5.5629 -8.0167 0.1386
O 6.6129 -7.6660 -0.3514
N 4.6499 -7.2124 0.7807
C 4.9488 -5.8306 0.9767
H 5.5667 -10.0161 0.7056
H 5.2638 -9.9745 -1.0650
H 4.0016 -9.5022 -0.0072
H 3.8838 -7.6402 1.2809
H 5.3003 -5.6387 1.9905
H 4.0297 -5.2563 1.0931
H 5.5349 -5.3831 0.1740
C 1.3268 -1.7432 6.6459
C 0.7805 -2.9110 5.7238
O 0.4051 -2.7060 4.6039
N 0.7507 -4.0989 6.3306
C 0.0167 -5.2793 6.0992
H 0.5191 -1.1808 7.1142
H 1.9045 -1.0573 6.0263
H 2.0323 -2.0788 7.4061
H 1.2629 -4.1727 7.1979
H -0.2927 -5.6157 7.0888
H 0.6230 -6.0601 5.6399
H -0.8960 -5.1747 5.5126
C 12.3116 4.7179 -6.8419
C 11.6500 5.3560 -5.6332
O 11.6389 6.5417 -5.4838
N 11.1987 4.5016 -4.6958
C 10.2631 4.8541 -3.5406
H 11.4980 4.6603 -7.5650
H 12.7665 3.7484 -6.6393
H 13.1859 5.2032 -7.2757
H 11.5525 3.5592 -4.7779
H 11.0323 4.5663 -2.8240
H 9.3813 4.2386 -3.7189
H 9.8271 5.8522 -3.4988
C -8.5062 0.4377 6.0730
C -7.5210 0.1841 4.9254
O -7.8718 -0.4433 3.8807
N -6.3060 0.7703 5.0404
C -5.7287 1.3330 6.2821
H -8.1224 0.0752 7.0266
H -9.4010 -0.0785 5.7254
H -8.8275 1.4687 6.2213
H -5.7368 0.7498 4.2063
H -5.0861 0.6346 6.8182
H -6.4598 1.9277 6.8297
H -5.0166 2.0823 5.9363
C -6.8441 12.7691 4.9883
C -5.8045 11.7606 4.3899
O -4.6549 12.1329 4.1257
N -6.2319 10.5861 4.0408
C -5.3617 9.5571 3.3872
H -7.1288 13.4774 4.2103
H -6.4008 13.4260 5.7367
H -7.7052 12.2079 5.3512
H -7.0823 10.1600 4.3804
H -5.7255 8.5460 3.5700
H -4.3375 9.5414 3.7599
H -5.3374 9.5438 2.2975
C -4.0622 -6.2617 1.4864
C -5.1682 -7.0232 2.1380
O -5.2913 -8.1690 1.7873
N -5.7611 -6.3257 3.1482
C -6.7728 -6.7905 4.0635
H -3.0992 -6.7105 1.7301
H -4.0778 -5.2006 1.7353
H -4.2615 -6.3626 0.4196
H -5.3520 -5.4353 3.3931
H -6.6984 -6.1424 4.9367
H -6.3652 -7.7840 4.2503
H -7.7843 -6.9174 3.6779
C 11.4694 -3.9075 -1.4862
C 10.6248 -2.9409 -2.2869
O 10.8650 -1.7057 -2.2298
N 9.6187 -3.3815 -3.0055
C 8.6724 -2.4722 -3.5273
H 12.5438 -3.7294 -1.5326
H 11.4379 -4.9533 -1.7918
H 11.3056 -3.8297 -0.4114
H 9.3902 -4.3382 -2.7764
H 9.0027 -1.4343 -3.5685
H 7.7339 -2.6367 -2.9979
H 8.5896 -2.5663 -4.6100
C -3.6678 -3.9848 -6.5372
C -3.8620 -2.8173 -5.6207
O -3.0162 -1.9413 -5.6008
N -4.9876 -2.8410 -4.9168
C -5.6342 -1.8063 -4.2043
H -2.6272 -4.2396 -6.7382
H -4.0961 -3.7911 -7.5206
H -4.2181 -4.8741 -6.2298
H -5.4741 -3.7261 -4.9076
H -5.5508 -0.8887 -4.7866
H -5.2630 -1.7449 -3.1813
H -6.6591 -2.0928 -3.9685
Cl -1.4056 3.3515 -0.3520
C -0.5057 1.8643 0.0271
C 0.6179 1.6311 -0.9267
Cl 1.9006 2.7054 -0.6583
H -1.1436 0.9807 0.0485
H -0.1613 2.0148 1.0502
H 0.2825 1.6958 -1.9618
H 1.1292 0.6733 -0.8307
```


Below is C29H64INNbO4S as an isolated structure, with properties calculated with ωB97M-V/def2-TZVPD.

* total charge: -1
* E_tot: -61259.8607 eV
* HOMO-LUMO gap: 6.41 eV

Geometry as XYZ:
```
101
C29H64INNbO4S | OMol25 | ωB97M-V/def2-TZVPD
C 1.7045 5.5032 1.4364
C 1.7834 4.3409 2.6191
O 2.2598 3.1097 1.9644
C 1.1899 2.1099 1.8101
C 0.5298 2.1184 0.2956
C 1.3039 0.8810 -0.5232
C 1.2418 1.1067 -2.1807
C 0.0433 0.2771 -2.8995
Nb 0.5580 -1.7841 -3.7392
C 2.7719 -1.3088 -4.0643
C 3.7112 -1.3654 -2.7277
C 5.1682 -0.6373 -3.0926
N 5.6207 0.1999 -1.9162
C 0.9401 -2.5554 -1.6405
C -0.4983 -2.6579 -0.7909
C -0.4140 -3.6295 0.5216
C -0.3942 -2.8752 1.9705
C -1.4191 -1.6096 2.1323
C -2.9004 -1.8153 1.4645
C -3.2635 -0.6391 0.3781
C -4.2964 0.5187 0.9522
C -4.0799 1.8324 -0.0561
C -4.8093 3.1978 0.4861
C -6.3719 3.1450 -0.0056
O -6.5743 3.9055 -1.2840
C -7.9441 4.4565 -1.1933
C -0.0448 -1.2494 -5.8719
C 0.8121 -0.1398 -6.6662
C 1.0333 1.3141 -5.9567
I 2.6461 -0.9272 -7.6732
H 2.4526 6.3525 1.7643
H 2.1171 5.0344 0.4343
H 0.6011 5.9049 1.2929
H 2.5992 4.6284 3.4303
H 0.7591 4.2356 3.1800
H 1.7073 1.0471 1.9583
H 0.3319 2.1772 2.6024
H -0.5917 1.7370 0.4343
H 0.6061 3.1480 -0.2541
H 0.7588 -0.0942 -0.1746
H 2.4366 0.9467 -0.2300
H 0.9400 2.2600 -2.2824
H 2.3000 1.0334 -2.6715
H -0.7789 0.0766 -2.0561
H -0.5150 0.9951 -3.6730
H 0.9018 -3.4695 -4.3460
H -1.2144 -2.2280 -3.4713
H 3.1772 -2.1706 -4.7855
H 2.9997 -0.3084 -4.6170
H 3.2854 -0.7609 -1.8166
H 3.8484 -2.4789 -2.3432
H 5.0626 0.1118 -4.0128
H 6.0013 -1.4170 -3.3900
H 4.9910 1.0451 -1.8206
H 6.5853 0.5876 -2.0479
H 1.6451 -1.9162 -0.9635
H 1.4129 -3.6420 -1.7302
H -0.8094 -1.5496 -0.5840
H -1.3589 -3.1103 -1.4840
H -1.3211 -4.3824 0.5320
H 0.5603 -4.3035 0.4051
H -0.7401 -3.6867 2.7752
H 0.7335 -2.6265 2.2661
H -1.5866 -1.4649 3.3050
H -0.8956 -0.6005 1.7828
H -3.0750 -2.8965 1.0091
H -3.6974 -1.7163 2.3417
H -2.2412 -0.0636 0.1548
H -3.5979 -1.0645 -0.6834
H -3.9555 0.8750 2.0182
H -5.4098 0.1611 1.0049
H -2.9044 2.0375 -0.0203
H -4.3685 1.5508 -1.1599
H -4.6536 3.4207 1.6276
H -4.3016 4.1003 -0.1084
H -7.0725 3.5212 0.8582
H -6.5919 2.0114 -0.2991
H -7.9100 5.4653 -0.5688
H -8.4401 4.6543 -2.2603
H -8.6207 3.6352 -0.6778
H -0.0338 -2.2486 -6.5258
H -1.1879 -0.9059 -5.8811
H 0.1399 0.1244 -7.6240
H -0.0583 1.7317 -5.7096
H 1.6139 1.3198 -4.9472
H 1.4930 2.0893 -6.7163
C 2.2319 -3.3922 7.3967
C 3.5514 -3.2118 6.6477
C 3.2259 -3.1357 5.1569
S 1.5692 -2.4774 5.0402
O 0.7052 -3.4996 4.4882
O 1.6267 -1.1346 4.4979
C 1.2736 -2.3754 6.7946
H 2.3524 -3.2423 8.4735
H 1.8515 -4.4080 7.2360
H 4.0286 -2.2781 6.9692
H 4.2508 -4.0270 6.8580
H 3.9173 -2.4753 4.6274
H 3.2300 -4.1269 4.6952
H 0.2260 -2.5921 7.0103
H 1.5228 -1.3601 7.1174
```


> Which of these has the lowest E_tot?

C29H64Cl2N8O11


> Which formula does entry 1 have?

C29H64Cl2N8O11